(1)
{"formula": "CHClFI", "method": "ωB97M-V/def2-TZVPD", "orbital_gap_ha": [0.3040, 0.3281], "lumo_energy_ev": [-0.784, -0.961], "elements": ["C", "F", "Cl", "I", "H"], "positions_angstrom": [[-0.890, -0.028, -1.572], [-2.019, 0.584, -1.269], [0.166, 0.927, -2.542], [-1.184, -1.946, -2.196], [0.243, -0.191, 0.183]]}

(2)
{"formula": "CHClFO2S", "method": "ωB97M-V/def2-TZVPD", "orbital_gap_ha": [0.1917, 0.1916], "lumo_energy_ev": [2.525, 2.524], "charge": -1, "elements": ["C", "O", "O", "F", "S", "Cl", "H"], "positions_angstrom": [[1.621, 1.529, -0.807], [-2.953, -1.471, -0.049], [-1.173, -2.810, 0.712], [1.238, 2.792, -0.299], [-1.804, -1.501, 0.832], [0.431, 0.080, -0.122], [2.640, 1.380, -0.266]]}

(3)
{"formula": "CHClFO3", "method": "ωB97M-V/def2-TZVPD", "orbital_gap_ha": [0.2535, 0.2529], "lumo_energy_ev": [-10.275, -10.291], "charge": 1, "elements": ["C", "O", "O", "O", "F", "Cl", "H"], "positions_angstrom": [[0.292, -0.540, -0.318], [3.694, 0.233, 0.336], [1.492, 0.059, 0.406], [2.699, -0.051, -0.237], [0.383, -0.345, -1.585], [0.157, -2.204, 0.214], [-0.635, 0.156, -0.060]]}

(4)
{"formula": "CHClINO", "method": "ωB97M-V/def2-TZVPD", "orbital_gap_ha": 0.3791, "lumo_energy_ev": 0.104, "smiles": "O=C=NCl.I", "elements": ["O", "C", "N", "Cl", "I", "H"], "positions_angstrom": [[-3.205, -1.225, -1.786], [-3.626, -0.375, -1.113], [-4.271, 0.431, -0.467], [-3.948, 1.654, 0.600], [1.233, 1.476, 0.230], [0.982, 3.045, 0.075]]}

(5)
{"formula": "CHClN3O4", "method": "ωB97M-V/def2-TZVPD", "orbital_gap_ha": 0.3066, "lumo_energy_ev": 3.438, "smiles": "O=C(Cl)N(O)N=[N+]([O-])[O-]", "charge": -1, "elements": ["O", "C", "Cl", "N", "O", "N", "N", "O", "O", "H"], "positions_angstrom": [[2.650, 2.256, -0.290], [2.174, 1.203, -0.053], [3.284, -0.293, -0.165], [0.995, 0.864, 0.420], [0.713, -0.530, 0.714], [-0.120, 1.717, 0.575], [-1.218, 1.382, -0.107], [-1.224, 0.463, -0.937], [-2.175, 2.047, 0.164], [0.065, -0.880, 0.027]]}

(6)
{"formula": "CHClO3", "method": "ωB97M-V/def2-TZVPD", "orbital_gap_ha": [0.3730, 0.3729], "lumo_energy_ev": [-0.229, -0.229], "elements": ["C", "O", "O", "O", "Cl", "H"], "positions_angstrom": [[0.230, -1.013, 0.104], [0.639, -1.057, 1.211], [0.235, 1.705, 0.079], [0.042, 0.580, -0.750], [-0.521, -2.178, -0.885], [-0.625, 1.963, 0.242]]}

(7)
{"formula": "CHClO3S", "method": "ωB97M-V/def2-TZVPD", "orbital_gap_ha": [0.2984, 0.2985], "lumo_energy_ev": [-1.471, -1.469], "elements": ["C", "O", "O", "O", "S", "Cl", "H"], "positions_angstrom": [[0.354, -1.366, -0.481], [-0.219, -1.804, -1.363], [0.363, 0.913, 1.706], [0.439, 1.937, -0.593], [-0.046, 0.991, 0.329], [-2.133, 1.063, 0.164], [1.242, -1.735, 0.239]]}

(8)
{"formula": "CHF2FeN3O13S2", "method": "ωB97M-V/def2-TZVPD", "orbital_gap_ha": [0.3372, 0.2780], "lumo_energy_ev": [2.075, 0.601], "multiplicity": 6, "charge": -1, "s_squared": 8.759, "elements": ["Fe", "O", "C", "O", "O", "H", "N", "O", "O", "O", "N", "O", "O", "O", "N", "S", "O", "O", "F", "S", "O", "O", "F"], "positions_angstrom": [[-16.867, 7.824, 14.473], [-20.527, 6.762, 15.359], [-19.296, 7.195, 15.142], [-18.859, 7.692, 14.046], [-18.310, 7.242, 15.914], [-20.586, 6.204, 16.138], [-16.278, 6.527, 12.296], [-16.535, 6.013, 13.422], [-15.829, 5.974, 11.292], [-16.400, 7.758, 12.367], [-14.236, 7.360, 15.693], [-13.322, 7.192, 16.442], [-14.224, 7.784, 14.555], [-15.434, 7.105, 15.990], [-16.602, 9.610, 14.936], [-16.642, 10.480, 16.199], [-17.975, 11.030, 16.538], [-15.484, 11.163, 16.630], [-16.748, 9.159, 17.156], [-16.308, 11.065, 14.026], [-14.915, 11.193, 13.629], [-17.107, 12.251, 14.201], [-16.808, 10.395, 12.622]]}

(9)
{"formula": "CHF2IO", "method": "ωB97M-V/def2-TZVPD", "orbital_gap_ha": 0.2706, "lumo_energy_ev": -3.591, "smiles": "O=CF.FI", "elements": ["O", "C", "F", "H", "F", "I"], "positions_angstrom": [[-0.164, -1.242, 0.644], [-0.662, -0.666, 1.529], [-1.696, 0.173, 1.546], [-0.374, -0.810, 2.641], [1.127, 1.488, -4.308], [1.769, 1.057, -2.053]]}

(10)
{"formula": "CHF2NO2", "method": "ωB97M-V/def2-TZVPD", "orbital_gap_ha": 0.4359, "lumo_energy_ev": 0.344, "smiles": "O=C(O)N(F)F", "elements": ["O", "C", "O", "N", "F", "F", "H"], "positions_angstrom": [[-0.304, 1.644, -0.356], [0.156, 0.598, -0.068], [1.547, 0.507, 0.115], [-0.796, -0.519, 0.267], [-0.326, -1.741, -0.158], [-1.987, -0.278, -0.487], [1.709, -0.211, 0.687]]}

(11)
{"formula": "CHF2O3P", "method": "ωB97M-V/def2-TZVPD", "orbital_gap_ha": 0.2517, "lumo_energy_ev": 7.441, "charge": -2, "elements": ["C", "O", "O", "O", "F", "F", "P", "H"], "positions_angstrom": [[-0.563, 0.582, -0.370], [0.209, -2.093, 0.077], [0.765, -0.545, 1.984], [1.948, -0.261, -0.245], [-2.264, 0.725, -0.386], [-0.432, 1.800, -0.029], [0.722, -0.738, 0.464], [-0.385, 0.530, -1.496]]}

(12)
{"formula": "CHF2O3P", "method": "ωB97M-V/def2-TZVPD", "orbital_gap_ha": 0.2488, "lumo_energy_ev": 7.436, "smiles": "O=P([O-])([O-])C(F)F", "charge": -2, "elements": ["O", "P", "O", "O", "C", "F", "F", "H"], "positions_angstrom": [[1.341, -0.844, -0.949], [0.083, -1.092, -0.188], [-1.100, -1.483, -1.005], [0.116, -1.761, 1.208], [-0.112, 0.907, 0.193], [-0.545, 1.731, -0.958], [-0.729, 1.498, 1.321], [0.946, 1.045, 0.378]]}

It is found that the relative energy (zero: lowest compared OMol25 entry of this formula, charge and spin) values, taken in the order of the records, are 369.2 231.2 293.7 0.0 52.8 314.2 291.9 313.4 264.8 143.0 131.3 72.7 kJ/mol.
It is found that the E values, taken in the order of the records, are -24389.53426 -31222.03397 -22417.91797 -25212.13777 -26232.38676 -19713.73620 -30550.43307 -93627.00647 -16633.56084 -12068.94870 -21919.59754 -21920.20546 eV.